# 1
Molecular formula: C55H41AsClN7O11PS2Zr
Method: DFT, ωB97M-V/def2-TZVPD

Geometry (Å):
Zr1 0.253 -0.556 -0.569
S1 0.965 -0.243 2.856
C1 2.504 -0.797 3.349
C2 2.580 -1.702 4.426
C3 3.771 -2.237 4.882
C4 3.763 -3.153 5.952
N1 3.708 -3.907 6.818
C5 4.986 -1.863 4.259
C6 4.928 -0.944 3.213
C7 3.732 -0.409 2.765
S2 4.045 0.786 1.488
C8 6.196 -2.406 4.712
N2 7.177 -2.862 5.106
H1 1.660 -1.985 4.919
H2 5.843 -0.627 2.734
O1 -0.388 2.674 2.012
N3 -0.859 3.058 0.792
C9 -1.815 3.890 0.801
C10 -2.472 4.268 -0.429
C11 -3.355 5.348 -0.391
C12 -4.069 5.721 -1.509
C13 -3.896 5.017 -2.690
C14 -3.014 3.956 -2.737
C15 -2.303 3.540 -1.616
P1 -1.090 2.135 -1.737
C16 -1.968 1.238 -3.093
C17 -1.349 0.687 -4.210
C18 -2.071 -0.071 -5.117
C19 -3.418 -0.321 -4.912
C20 -4.039 0.186 -3.782
C21 -3.320 0.957 -2.888
C22 0.085 3.256 -2.622
C23 0.966 3.964 -1.808
C24 1.899 4.824 -2.359
C25 1.994 4.957 -3.735
C26 1.107 4.273 -4.548
C27 0.139 3.451 -3.996
H3 0.281 1.976 1.809
H4 -2.191 4.317 1.737
H5 -3.467 5.895 0.535
H6 -4.753 6.554 -1.463
H7 -4.449 5.294 -3.575
H8 -2.894 3.421 -3.665
H9 -0.288 0.816 -4.358
H10 -1.570 -0.467 -5.990
H11 -3.978 -0.921 -5.618
H12 -5.088 -0.016 -3.597
H13 -3.804 1.343 -2.001
H14 0.909 3.829 -0.738
H15 2.564 5.374 -1.710
H16 2.747 5.597 -4.173
H17 1.168 4.371 -5.623
H18 -0.573 2.968 -4.648
O2 -1.418 -1.161 -1.844
C28 -0.634 -1.968 -2.393
O3 0.338 -2.439 -1.790
H19 -0.832 -2.285 -3.436
C29 -5.082 1.934 0.420
C30 -4.007 1.518 1.427
C31 -2.887 0.861 0.811
N4 -1.973 0.374 0.317
H20 -5.917 2.382 0.955
H21 -5.449 1.074 -0.136
H22 -4.689 2.668 -0.281
H23 -4.432 0.850 2.179
H24 -3.617 2.402 1.938
Cl1 2.500 -1.352 -0.330
O4 5.747 4.129 -1.821
N5 5.342 3.509 -2.791
O5 5.744 3.706 -3.927
C32 4.318 2.540 -2.598
C33 3.868 1.784 -3.666
C34 2.771 0.946 -3.477
C35 2.036 0.916 -2.263
O6 0.869 0.367 -2.205
C36 2.604 1.635 -1.152
C37 3.734 2.415 -1.335
N6 1.964 1.683 0.059
O7 0.795 1.049 0.286
O8 2.732 1.810 1.199
N7 2.345 0.123 -4.549
O9 1.606 -0.825 -4.311
O10 2.748 0.384 -5.676
H25 4.342 1.837 -4.633
H26 4.134 2.996 -0.519
O11 -0.447 -1.657 0.911
As1 -1.465 -2.882 0.589
C38 -2.042 -3.457 2.391
C39 -1.399 -2.876 3.478
C40 -1.761 -3.231 4.768
C41 -2.754 -4.173 4.977
C42 -3.385 -4.767 3.895
C43 -3.037 -4.409 2.604
C44 -0.536 -4.470 -0.030
C45 -1.228 -5.592 -0.462
C46 -0.532 -6.758 -0.728
C47 0.846 -6.792 -0.569
C48 1.531 -5.668 -0.133
C49 0.841 -4.505 0.152
C50 -3.226 -2.616 -0.256
C51 -4.191 -2.010 0.539
C52 -5.445 -1.728 0.028
C53 -5.745 -2.061 -1.284
C54 -4.794 -2.691 -2.072
C55 -3.534 -2.962 -1.564
H27 -0.623 -2.129 3.302
H28 -1.273 -2.770 5.612
H29 -3.035 -4.447 5.985
H30 -4.157 -5.507 4.051
H31 -3.542 -4.855 1.751
H32 -2.308 -5.537 -0.580
H33 -1.065 -7.638 -1.062
H34 1.388 -7.698 -0.793
H35 2.604 -5.695 -0.014
H36 1.366 -3.612 0.489
H37 -3.936 -1.777 1.569
H38 -6.190 -1.263 0.657
H39 -6.720 -1.832 -1.690
H40 -5.030 -2.969 -3.089
H41 -2.785 -3.432 -2.188

The highest occupied orbital energy is -4.29 eV. Its energy above the lowest of the compared OMol25 structures with the same formula, charge and spin is 3.0678 eV. The value obtained for the strongest force on any atom is 4.760 eV/A. The calculation puts the molar mass at 1272.68 g/mol. As for the frontier orbital gap: 5.89 eV. The LUMO energy is 0.05899 hartree. The net charge is -1. The spin multiplicity is 1.

***

# 2
Molecular formula: C55H42N5O5OsS5
Method: DFT, ωB97M-V/def2-TZVPD

Geometry (Å):
Os1 -0.946 0.592 -0.976
C1 -6.006 -3.120 4.927
C2 -4.917 -2.802 3.943
C3 -4.816 -1.527 3.390
C4 -3.836 -1.223 2.461
C5 -2.945 -2.216 2.087
C6 -3.026 -3.500 2.606
C7 -4.009 -3.780 3.540
S1 -1.669 -1.903 0.897
O1 -2.066 -0.489 0.391
C8 -0.281 -1.567 1.953
C9 -0.413 -0.537 2.912
C10 0.658 -0.204 3.676
C11 1.904 -0.863 3.508
C12 3.032 -0.505 4.280
C13 4.226 -1.146 4.109
C14 4.346 -2.182 3.162
C15 3.272 -2.556 2.403
C16 2.026 -1.902 2.553
C17 0.889 -2.260 1.764
C18 0.994 -3.416 0.816
C19 0.762 -4.735 1.302
C20 0.426 -4.989 2.656
C21 0.205 -6.267 3.086
C22 0.309 -7.352 2.190
C23 0.636 -7.137 0.883
C24 0.873 -5.826 0.404
C25 1.217 -5.589 -0.951
C26 1.444 -4.326 -1.408
C27 1.332 -3.249 -0.505
S2 1.460 -1.560 -1.014
O2 0.025 -1.277 -1.404
C28 2.903 -0.704 -2.977
C29 3.092 -0.794 -4.340
C30 3.759 0.233 -4.992
C31 4.227 1.346 -4.301
C32 4.960 2.454 -5.006
C33 4.002 1.406 -2.930
C34 3.347 0.387 -2.251
H1 -6.147 -2.303 5.634
H2 -5.784 -4.027 5.487
H3 -6.954 -3.272 4.408
H4 -5.517 -0.758 3.689
H5 -3.763 -0.236 2.024
H6 -2.334 -4.273 2.288
H7 -4.080 -4.778 3.955
H8 -1.360 -0.022 3.013
H9 0.577 0.576 4.424
H10 2.931 0.287 5.013
H11 5.084 -0.865 4.706
H12 5.295 -2.687 3.039
H13 3.372 -3.357 1.683
H14 0.350 -4.162 3.352
H15 -0.047 -6.451 4.122
H16 0.131 -8.358 2.546
H17 0.720 -7.966 0.192
H18 1.296 -6.433 -1.624
H19 1.702 -4.140 -2.440
H20 2.723 -1.658 -4.876
H21 3.919 0.163 -6.061
H22 5.159 2.197 -6.045
H23 5.913 2.663 -4.520
H24 4.374 3.375 -4.997
H25 4.358 2.262 -2.368
H26 3.196 0.460 -1.182
S3 -2.013 2.476 -0.455
C35 -3.709 1.966 -0.533
C36 -4.193 1.406 -1.710
C37 -5.506 0.961 -1.791
C38 -5.978 0.375 -3.011
N1 -6.355 -0.096 -3.988
C39 -6.368 1.079 -0.682
C40 -5.896 1.643 0.484
C41 -4.565 2.097 0.593
S4 -4.025 2.745 2.080
C42 -7.722 0.608 -0.748
N2 -8.809 0.243 -0.789
H27 -3.542 1.298 -2.572
H28 -6.546 1.735 1.344
N3 0.865 1.064 0.481
C43 1.142 2.109 0.915
N4 1.458 3.261 1.414
C44 2.505 4.098 0.803
C45 1.989 5.517 0.631
C46 1.422 6.058 1.940
C47 0.312 5.149 2.461
C48 0.825 3.731 2.655
H29 2.757 3.657 -0.158
H30 3.384 4.075 1.457
H31 1.214 5.502 -0.139
H32 2.804 6.147 0.271
H33 1.041 7.070 1.797
H34 2.220 6.126 2.688
H35 -0.515 5.126 1.746
H36 -0.085 5.516 3.409
H37 0.014 3.044 2.896
H38 1.566 3.693 3.461
O3 0.886 3.390 -1.722
C49 0.630 2.645 -2.650
N5 0.060 1.401 -2.523
S5 -0.186 0.548 -3.995
O4 2.261 -1.819 -2.379
O5 -1.642 0.472 -4.204
C50 0.490 1.928 -4.913
C51 0.618 2.007 -6.287
C52 1.192 3.160 -6.807
C53 1.627 4.186 -5.969
C54 1.494 4.085 -4.592
C55 0.918 2.936 -4.078
H39 0.269 1.214 -6.935
H40 1.296 3.269 -7.878
H41 2.067 5.073 -6.405
H42 1.816 4.874 -3.924

The highest occupied orbital energy (spin up / spin down) is -10.22 / -10.64 eV. Its energy above the lowest of the compared OMol25 structures with the same formula, charge and spin is 0.0546 eV. The value obtained for the strongest force on any atom is 0.713 eV/A. The calculation puts the molar mass at 1203.54 g/mol. As for the frontier orbital gap (spin up / spin down): 7.43 / 5.97 eV. The LUMO energy (spin up / spin down) is -0.10254 / -0.17161 hartree. The net charge is +1. The spin multiplicity is 5. The expectation value of S² is 6.04.

***

# 3
Molecular formula: C55H43BrF5N2O2P3Pt
Method: DFT, ωB97M-V/def2-TZVPD

Geometry (Å):
Pt1 -0.121 1.683 -0.175
Br1 4.685 -0.101 5.573
C1 3.303 0.584 4.473
C2 2.142 1.142 5.041
C3 1.140 1.574 4.229
C4 1.222 1.523 2.793
O1 0.225 1.889 2.129
C5 2.466 1.014 2.233
C6 2.776 1.007 0.842
N1 2.061 1.510 -0.119
C7 2.608 1.743 -1.357
C8 3.945 2.106 -1.497
C9 4.525 2.297 -2.752
C10 3.772 2.177 -3.893
C11 2.389 1.909 -3.802
C12 1.557 1.877 -4.939
C13 0.218 1.629 -4.786
C14 -0.278 1.416 -3.495
N2 0.472 1.447 -2.422
C15 1.790 1.701 -2.529
C16 3.448 0.529 3.100
H1 2.048 1.223 6.112
H2 0.226 1.981 4.634
H3 3.736 0.538 0.597
H4 4.539 2.279 -0.612
H5 5.572 2.557 -2.815
H6 4.215 2.319 -4.867
H7 1.989 2.057 -5.912
H8 -0.459 1.636 -5.625
H9 -1.324 1.190 -3.344
H10 4.363 0.132 2.685
F1 0.563 9.152 0.252
C17 0.663 7.861 -0.015
C18 0.577 6.913 1.017
F2 0.414 7.326 2.271
C19 0.633 5.563 0.734
F3 0.554 4.660 1.724
C20 0.735 5.064 -0.608
O2 0.657 3.854 -0.932
C21 0.913 6.078 -1.610
F4 1.110 5.646 -2.860
C22 0.852 7.427 -1.335
F5 0.949 8.313 -2.317
C23 0.974 -1.813 0.846
P1 -0.361 -0.804 0.007
C24 -0.364 -1.449 -1.683
C25 -1.550 -1.702 -2.363
C26 -1.517 -2.122 -3.681
C27 -0.304 -2.277 -4.334
C28 0.883 -1.996 -3.674
C29 0.855 -1.566 -2.359
C30 -1.808 -1.415 0.914
C31 -2.437 -2.620 0.623
C32 -3.425 -3.098 1.463
C33 -3.802 -2.373 2.582
C34 -3.195 -1.158 2.862
C35 -2.197 -0.678 2.033
P2 1.585 -3.310 -0.105
C36 0.181 -4.466 -0.055
C37 -0.234 -5.011 1.157
C38 -1.283 -5.911 1.169
C39 -1.916 -6.263 -0.013
C40 -1.504 -5.717 -1.218
C41 -0.446 -4.825 -1.242
C42 2.813 -4.096 0.972
C43 2.950 -5.483 0.849
C44 3.939 -6.148 1.544
C45 4.836 -5.436 2.326
C46 4.716 -4.057 2.440
C47 3.722 -3.384 1.756
H11 0.586 -2.138 1.818
H12 1.841 -1.164 1.007
H13 -2.493 -1.581 -1.852
H14 -2.442 -2.337 -4.193
H15 -0.287 -2.600 -5.363
H16 1.827 -2.114 -4.186
H17 1.782 -1.277 -1.878
H18 -2.151 -3.190 -0.245
H19 -3.892 -4.044 1.237
H20 -4.572 -2.758 3.233
H21 -3.506 -0.592 3.729
H22 -1.714 0.270 2.238
H23 0.267 -4.741 2.076
H24 -1.598 -6.346 2.105
H25 -2.723 -6.978 0.003
H26 -1.995 -5.994 -2.138
H27 -0.101 -4.407 -2.177
H28 2.269 -6.035 0.218
H29 4.022 -7.220 1.461
H30 5.640 -5.951 2.826
H31 5.414 -3.512 3.056
H32 3.646 -2.310 1.845
C48 -2.974 3.124 -1.825
P3 -2.342 2.645 -0.174
C49 -2.447 4.237 0.716
C50 -3.719 1.666 0.495
C51 -4.173 0.565 -0.226
C52 -5.221 -0.199 0.246
C53 -5.817 0.120 1.455
C54 -5.357 1.200 2.188
C55 -4.315 1.976 1.712
H33 -3.265 2.250 -2.403
H34 -2.214 3.688 -2.366
H35 -3.857 3.744 -1.681
H36 -3.480 4.583 0.755
H37 -1.858 4.975 0.175
H38 -2.049 4.129 1.722
H39 -3.705 0.316 -1.169
H40 -5.582 -1.039 -0.327
H41 -6.632 -0.480 1.828
H42 -5.819 1.448 3.132
H43 -3.978 2.820 2.294

The highest occupied orbital energy (spin up / spin down) is -11.84 / -11.78 eV. The value obtained for the strongest force on any atom is 4.245 eV/A. The calculation puts the molar mass at 1226.85 g/mol. As for the frontier orbital gap (spin up / spin down): 3.99 / 3.31 eV. The LUMO energy (spin up / spin down) is -0.28819 / -0.31122 hartree. The net charge is +2. The spin multiplicity is 1.

***

# 4
Molecular formula: C55H43ClN6P2Rb
Method: DFT, ωB97M-V/def2-TZVPD

Geometry (Å):
Rb1 0.431 1.359 -0.035
C1 -1.128 2.076 4.772
C2 -0.377 2.358 3.618
N1 -0.901 2.434 2.418
C3 -2.231 2.232 2.259
C4 -3.074 1.908 3.362
C5 -2.467 1.844 4.636
C6 -4.446 1.657 3.170
C7 -4.964 1.721 1.897
C8 -4.169 2.066 0.807
C9 -2.802 2.358 0.935
N2 -1.994 2.646 -0.106
C10 -2.412 3.328 -1.187
C11 -3.431 4.298 -1.159
C12 -3.767 5.060 -2.273
C13 -3.115 4.906 -3.474
C14 -2.076 3.962 -3.570
C15 -1.351 3.764 -4.767
C16 -0.357 2.828 -4.817
C17 -0.076 2.088 -3.657
N3 -0.717 2.246 -2.522
C18 -1.712 3.161 -2.446
H1 -0.646 2.025 5.740
H2 0.695 2.519 3.690
H3 -3.081 1.601 5.497
H4 -5.071 1.418 4.023
H5 -6.015 1.504 1.735
H6 -4.595 2.095 -0.188
H7 -3.943 4.471 -0.222
H8 -4.558 5.797 -2.186
H9 -3.380 5.494 -4.345
H10 -1.602 4.369 -5.631
H11 0.217 2.654 -5.719
H12 0.703 1.329 -3.670
N4 -0.299 -1.607 -0.112
P1 -1.237 -1.154 1.286
C19 -2.120 -2.734 1.659
C20 -1.421 -3.919 1.883
C21 -2.100 -5.107 2.096
C22 -3.490 -5.120 2.101
C23 -4.193 -3.944 1.895
C24 -3.510 -2.755 1.673
C25 -0.006 -1.208 2.642
C26 1.373 -1.114 2.476
C27 2.209 -1.069 3.585
C28 1.676 -1.111 4.862
C29 0.300 -1.195 5.038
C30 -0.534 -1.235 3.934
P2 -1.263 -1.231 -1.503
C31 -2.039 -2.881 -1.852
C32 -1.273 -4.018 -2.109
C33 -1.880 -5.240 -2.344
C34 -3.266 -5.340 -2.336
C35 -4.036 -4.216 -2.086
C36 -3.425 -2.993 -1.843
C37 -0.064 -1.300 -2.886
C38 -0.619 -1.131 -4.157
C39 0.182 -1.132 -5.284
C40 1.557 -1.297 -5.154
C41 2.116 -1.455 -3.897
C42 1.310 -1.451 -2.764
H13 0.077 -2.550 -0.084
H14 -0.336 -3.908 1.907
H15 -1.547 -6.022 2.272
H16 -4.022 -6.049 2.264
H17 -5.276 -3.953 1.904
H18 -4.053 -1.830 1.508
H19 1.808 -1.067 1.485
H20 3.280 -0.976 3.453
H21 2.331 -1.059 5.723
H22 -0.125 -1.212 6.034
H23 -1.610 -1.283 4.068
H24 -0.191 -3.945 -2.135
H25 -1.273 -6.114 -2.547
H26 -3.742 -6.296 -2.518
H27 -5.117 -4.290 -2.078
H28 -4.023 -2.113 -1.636
H29 -1.690 -0.987 -4.250
H30 -0.258 -0.992 -6.263
H31 2.188 -1.292 -6.034
H32 3.187 -1.582 -3.799
H33 1.762 -1.554 -1.783
Cl1 7.313 0.136 6.000
C43 6.188 0.644 4.749
C44 4.948 1.173 5.101
C45 4.067 1.574 4.124
C46 4.371 1.483 2.722
C47 3.472 1.873 1.744
C48 5.661 0.925 2.423
C49 6.535 0.524 3.408
H34 4.691 1.265 6.150
H35 3.099 1.976 4.407
H36 3.734 1.836 0.693
H37 2.528 2.326 2.024
H38 5.949 0.822 1.381
H39 7.505 0.112 3.153
N5 4.523 3.351 -5.972
C50 4.439 2.647 -5.067
C51 4.356 1.776 -3.945
C52 5.252 0.715 -3.788
C53 5.138 -0.078 -2.665
C54 4.136 0.195 -1.746
N6 3.263 1.190 -1.894
C55 3.382 1.965 -2.959
H40 6.012 0.537 -4.537
H41 5.819 -0.901 -2.495
H42 4.041 -0.386 -0.835
H43 2.668 2.777 -3.059

The highest occupied orbital energy is -2.49 eV. Its energy above the lowest of the compared OMol25 structures with the same formula, charge and spin is 0.3158 eV. The value obtained for the strongest force on any atom is 0.872 eV/A. The calculation puts the molar mass at 970.86 g/mol. As for the frontier orbital gap: 4.08 eV. The LUMO energy is 0.05868 hartree. The net charge is -1. The spin multiplicity is 1.